Below is the molecule CH2BN3O6, with properties calculated with wB97M-V/def2-TZVPD.

XYZ file:
```
13
Properties=species:S:1:pos:R:3:forces:R:3
B -0.045348 0.340564 -0.133136 0.279 -1.949 0.946
C 1.441567 -0.159270 0.484629 0.273 -0.329 1.340
N 2.180451 -1.475491 0.298103 -2.158 0.808 0.294
N 1.622143 0.352644 1.896271 0.092 -0.134 -3.061
N 1.933192 0.978907 -0.480931 -1.253 -0.676 1.474
O 2.109599 -2.428976 1.007674 -0.164 0.109 1.054
O 2.645731 -1.446673 -0.783467 2.164 -0.306 -3.290
O 1.652836 -0.457646 2.754915 -0.045 -0.005 1.527
O 1.660580 1.553376 1.875891 0.150 1.102 1.756
O 0.779329 1.326778 -0.931915 1.201 1.251 -0.626
O 2.933451 1.541826 -0.613841 0.663 0.091 -0.683
H -0.668692 0.691211 0.788858 -0.478 0.805 0.120
H -0.491423 -0.454927 -0.823036 -0.724 -0.767 -0.851
```
Positions in Å, forces in eV/Å.

HOMO-LUMO gap	0.3479	Eh
charge	0

***

Below is the molecule CH2Br2O3, with properties calculated with wB97M-V/def2-TZVPD.

XYZ file:
```
8
Properties=species:S:1:pos:R:3:forces:R:3
O -0.458716 -0.474035 0.977879 -2.398 -1.162 1.672
C -0.286030 0.322350 -0.025104 -1.185 0.721 -3.021
O -0.879141 -0.173163 -1.168716 -0.356 -2.446 0.042
Br -1.019126 2.237610 0.009852 0.152 -0.724 0.416
O 1.002671 0.619941 -0.221862 3.372 0.175 0.041
Br 2.161782 -0.886872 0.063378 -0.378 0.913 -0.539
H 0.315342 -0.446231 1.511268 0.889 0.040 1.245
H -0.836779 -1.199602 -1.146698 -0.096 2.481 0.144
```
Positions in Å, forces in eV/Å.

SMILES string	OC(O)(Br)OBr
HOMO-LUMO gap	0.3153	Eh
charge	0

***

LUMO / eV: -2.25 -1.79
Electronic energy / eV: -18490.1914 -147294.7477